Entry from the Open Molecules 2025 dataset: a structure of composition C5H6O (wB97M-V/def2-TZVPD).

Frontier orbital gap: 10.389 eV
HOMO: -9.26 eV

The geometry in ORCA input format:
```
! wB97M-V def2-TZVPD RIJCOSX def2/J DEFGRID3
* xyz 0 1
O -0.30 1.51 0.50
C -1.04 -0.54 -0.45
C -0.62 0.14 0.88
C 0.84 0.97 -0.12
C 0.85 -0.32 0.60
C 0.41 -0.29 -0.86
H 0.93 -0.63 -1.75
H -1.18 -1.62 -0.36
H -1.88 -0.09 -0.98
H -1.17 0.20 1.81
H 1.67 1.62 -0.38
H 1.60 -0.89 1.13
*
```

Partial charges, natural (NBO), in e: atom 1 (O): -0.507, atom 2 (C): -0.400, atom 3 (C): 0.086, atom 4 (C): 0.078, atom 5 (C): -0.290, atom 6 (C): -0.258, atom 7 (H): 0.227, atom 8 (H): 0.211, atom 9 (H): 0.204, atom 10 (H): 0.206, atom 11 (H): 0.210, atom 12 (H): 0.233

---

Entry from the Open Molecules 2025 dataset: the molecule C5H6O (wB97M-V/def2-TZVPD).

Structure (SMILES): C=C=CC(C)=O
Frontier orbital gap: 10.421 eV
HOMO: -9.65 eV

The geometry in ORCA input format:
```
! wB97M-V def2-TZVPD RIJCOSX def2/J DEFGRID3
* xyz 0 1
O -1.56 -0.87 0.32
C -1.30 1.40 1.04
C 0.66 -0.02 0.25
C 1.50 -1.63 -1.63
C -0.81 0.06 0.53
C 1.11 -0.84 -0.67
H -0.96 2.20 0.38
H 1.79 -2.66 -1.43
H -2.40 1.39 1.07
H -0.91 1.60 2.04
H 1.54 -1.28 -2.65
H 1.34 0.66 0.77
*
```

Partial charges, natural (NBO), in e: atom 1 (O): -0.530, atom 2 (C): -0.714, atom 3 (C): -0.433, atom 4 (C): -0.485, atom 5 (C): 0.565, atom 6 (C): 0.192, atom 7 (H): 0.229, atom 8 (H): 0.236, atom 9 (H): 0.239, atom 10 (H): 0.232, atom 11 (H): 0.234, atom 12 (H): 0.235

---

Entry from the Open Molecules 2025 dataset: the molecule C5H6O (wB97M-V/def2-TZVPD).

Structure (SMILES): O[C@H]1C=C=CC1
Frontier orbital gap (alpha / beta): 8.080 / 8.025 eV
HOMO (alpha / beta): -8.71 / -8.65 eV

The geometry in ORCA input format:
```
! wB97M-V def2-TZVPD RIJCOSX def2/J DEFGRID3
* xyz 0 1
O -1.34 -1.10 -0.47
C -0.41 -0.71 0.50
C 1.11 -0.97 0.12
C 0.48 0.99 -0.83
C -0.33 0.88 0.47
C 1.36 -0.03 -0.79
H 0.21 1.60 -1.68
H -0.74 -1.18 1.44
H 1.86 -1.53 0.69
H -1.32 1.37 0.45
H -1.09 -0.58 -1.25
H 0.22 1.25 1.34
*
```

Partial charges, natural (NBO), in e: atom 1 (O): -0.692, atom 2 (C): 0.096, atom 3 (C): -0.207, atom 4 (C): -0.224, atom 5 (C): -0.455, atom 6 (C): -0.054, atom 7 (H): 0.219, atom 8 (H): 0.193, atom 9 (H): 0.222, atom 10 (H): 0.215, atom 11 (H): 0.464, atom 12 (H): 0.223

---

Entry from the Open Molecules 2025 dataset: the molecule C5H6O (wB97M-V/def2-TZVPD).

Structure (SMILES): C#CC[C@H]1CO1
Frontier orbital gap: 9.946 eV
HOMO: -9.00 eV

The geometry in ORCA input format:
```
! wB97M-V def2-TZVPD RIJCOSX def2/J DEFGRID3
* xyz 0 1
O -2.06 0.11 -0.27
C -0.85 -0.03 0.34
C 0.18 -0.56 -0.65
C 2.70 -0.65 0.23
C -1.65 1.39 0.17
C 1.57 -0.61 -0.17
H -0.17 -1.59 -0.86
H 0.12 -0.02 -1.61
H -0.53 1.49 0.10
H 3.70 -0.69 0.60
H -2.13 1.65 1.12
H -0.77 -0.36 1.37
*
```

Partial charges, natural (NBO), in e: atom 1 (O): -0.469, atom 2 (C): 0.106, atom 3 (C): -0.526, atom 4 (C): -0.221, atom 5 (C): -0.238, atom 6 (C): -0.026, atom 7 (H): 0.258, atom 8 (H): 0.255, atom 9 (H): 0.249, atom 10 (H): 0.239, atom 11 (H): 0.176, atom 12 (H): 0.196

---

The following energy relative to the best compared isomer or geometry (same formula, charge and spin) values (in kJ/mol) correspond, in order, to the records above: 290.8, 135.0, 389.1, 512.4.
The following F_max values (in eV/Å) correspond, in order, to the records above: 0.7, 0.4, 0.6, 2.3.